No. 1
Formula: CH4Cl2NP
Source: the OMol25 dataset
Level of theory: the ωB97M-V functional and the def2-TZVPD basis

Geometry (Å):
C: 0.328 -0.457 0.885
N: 1.498 1.112 -1.670
P: -0.991 0.201 -0.206
Cl: -2.244 1.405 0.773
Cl: -2.145 -1.510 -0.216
H: 0.733 -1.206 0.202
H: 0.960 0.363 0.999
H: -0.033 -0.903 1.844
H: 1.892 0.995 -2.611

**Lowest unoccupied orbital energy (alpha / beta)**: -1.5 / -1.5 eV
**Gap between HOMO and LUMO (alpha / beta)**: 7.550 / 7.553 eV
**Energy above the lowest of the compared OMol25 structures with the same formula, charge and spin**: 404.91 kJ/mol
**Electronic energy**: -1356.873477 Eh


No. 2
Formula: C20H23N4O2
Source: the OMol25 dataset
Level of theory: the ωB97M-V functional and the def2-TZVPD basis

Geometry (Å):
C: 5.722 -2.786 -1.249
O: 4.571 -2.087 -0.827
C: 3.536 -1.940 -1.703
C: 3.503 -2.445 -2.993
C: 2.394 -2.232 -3.797
C: 1.315 -1.512 -3.324
C: 1.332 -1.000 -2.036
C: 2.430 -1.210 -1.216
N: 2.547 -0.734 0.091
C: 1.679 -0.123 0.900
N: 0.412 0.135 0.476
C: -0.391 0.723 1.307
N: -1.738 0.948 0.748
C: -2.467 -0.289 0.373
C: -3.394 0.067 -0.801
C: -4.713 0.743 -0.418
C: -5.016 1.550 -1.680
C: -3.620 1.963 -2.156
O: -2.697 1.017 -1.603
C: -0.066 1.116 2.609
C: -0.904 1.750 3.552
C: -0.419 2.066 4.788
C: 0.915 1.768 5.135
C: 1.754 1.154 4.253
C: 1.295 0.805 2.960
N: 2.118 0.202 2.110
H: 5.489 -3.824 -1.498
H: 6.193 -2.298 -2.107
H: 6.405 -2.763 -0.402
H: 4.337 -3.006 -3.382
H: 2.384 -2.632 -4.799
H: 0.457 -1.341 -3.954
H: 0.499 -0.427 -1.668
H: 3.454 -0.912 0.509
H: -2.278 1.538 1.387
H: -1.678 1.409 -0.202
H: -3.022 -0.698 1.217
H: -1.714 -1.008 0.042
H: -3.590 -0.837 -1.391
H: -5.492 0.023 -0.182
H: -4.578 1.408 0.438
H: -5.652 2.410 -1.491
H: -5.497 0.916 -2.422
H: -3.525 1.946 -3.243
H: -3.344 2.960 -1.795
H: -1.933 1.986 3.309
H: -1.056 2.550 5.512
H: 1.267 2.034 6.120
H: 2.775 0.918 4.502

**Lowest unoccupied orbital energy**: -3.3 eV
**Gap between HOMO and LUMO**: 6.891 eV
**Net charge**: +1
**SMILES string**: COc1ccccc1Nc1nc([NH2+]C[C@H]2CCCO2)c2ccccc2n1
**Energy above the lowest of the compared OMol25 structures with the same formula, charge and spin**: 1.67 kJ/mol
**Electronic energy**: -1145.214765 Eh